16
Properties=species:S:1:pos:R:3:forces:R:3 method="wB97M-V/def2-TZVPD" energy_ev=-6826.048 lumo_ev=1.09 homo_lumo_gap_ev=10.2138 homo_ha=-0.3353 fmax_ev_per_a=1.30 smiles=CCN.CO
O -2.15178 0.97887 -1.00342 -0.5 -0.4 -0.3
N -0.32258 -1.31149 0.76534 0.7 -0.4 0.3
C 2.09554 -0.87265 0.58219 0.3 0.1 -0.1
C -1.53901 2.20750 -0.71563 0.9 -0.6 0.7
C 0.81683 -1.12917 -0.17867 -1.0 0.4 -0.1
H 0.49639 -0.30877 -0.82933 0.5 0.1 0.0
H 0.91138 -1.98236 -0.83665 0.1 -0.4 -0.1
H -0.99825 2.16064 0.24226 -0.6 0.2 0.3
H -2.24152 3.03628 -0.74445 0.2 0.3 -0.2
H 2.97536 -0.64822 -0.01672 -0.1 -0.1 -0.4
H 1.97785 -0.00218 1.22352 -0.1 -0.1 0.3
H -0.73490 -2.22989 0.64094 -0.1 0.1 -0.1
H 0.08271 -1.34254 1.69833 -0.3 0.0 0.0
H -3.02122 0.93561 -0.59746 0.1 0.0 0.1
H 2.34761 -1.76137 1.16075 0.0 0.1 0.3
H -0.69441 2.26973 -1.39101 -0.2 0.6 -0.7

***

67
Properties=species:S:1:pos:R:3:forces:R:3 method="wB97M-V/def2-TZVPD" energy_ev=-140148.226 spin_multiplicity=5 lumo_ev="-0.54 / -0.62" homo_lumo_gap_ev="6.7539 / 6.8091" homo_ha="-0.2680 / -0.2732" fmax_ev_per_a=1.01
Fe -0.05777 0.39184 0.07650 0.5 0.3 0.6
Cl -0.24970 2.87380 0.08495 -0.1 0.9 0.0
Cl 3.18615 4.78756 3.86399 0.0 -0.1 0.0
Cl 2.78961 -0.52410 2.79500 0.0 0.1 0.0
Cl 4.06694 1.84284 4.42462 0.0 0.0 0.0
Cl 0.96502 5.35675 1.70022 0.1 -0.1 0.0
O -2.52991 0.43119 -0.25118 -0.1 0.1 -0.3
O 2.21322 -0.18501 -0.74664 0.1 -0.3 0.1
O -1.14689 0.19464 1.94453 0.2 0.1 -0.3
N 0.12176 -1.59947 0.17680 0.1 -0.9 -0.4
N 0.09754 0.72363 -2.36474 -0.1 -0.2 0.1
N -0.77850 -2.41464 0.59159 0.2 -0.1 0.4
C -4.24854 -5.33282 2.70027 0.0 0.0 -0.1
C -2.56287 -3.22034 1.90164 0.2 0.2 0.0
C 0.98637 2.65958 1.33990 0.0 -0.1 0.0
C -1.82123 -0.67127 -2.75688 0.0 0.1 0.0
C -0.49857 -0.13157 -3.21005 0.1 0.0 0.1
C -2.54812 -4.45294 1.22799 0.0 0.0 -0.1
C -4.28529 -4.13022 3.36206 -0.1 0.0 0.1
C 1.50042 3.74712 2.02446 -0.1 0.1 0.0
C 1.80439 1.11892 -3.98892 0.0 0.0 -0.1
C 1.22371 0.18837 -4.83606 0.0 0.0 0.0
C 3.20054 -3.47540 -2.03807 0.0 0.0 0.0
C 1.11473 -3.64036 -0.85943 -0.1 -0.2 -0.1
C -1.66602 -2.11048 1.53432 -0.6 0.1 0.2
C -2.70248 -0.77957 3.36694 0.3 0.1 -0.2
C 2.47167 3.48463 2.98764 0.0 0.0 0.0
C -3.45227 -3.06946 2.97523 -0.1 0.1 0.2
C -3.54085 0.42956 -1.26371 0.0 -0.1 0.2
C 0.04876 -0.43174 -4.44929 0.0 0.0 0.0
C 2.21520 -1.52430 -1.03624 0.2 0.1 -0.2
C 1.12394 -2.27854 -0.59079 -0.1 0.4 0.0
C 1.33431 1.34366 1.52679 -0.4 0.2 -0.5
C -1.76855 -0.84625 2.25006 -0.2 -0.5 0.0
C -3.48485 -1.81546 3.69157 -0.2 -0.3 0.1
C 2.28359 1.12620 2.49854 0.1 -0.1 0.1
C 3.24280 -2.11841 -1.75438 0.0 0.0 0.0
C -3.37041 -5.48628 1.62087 0.0 0.0 0.0
C 3.47570 0.46873 -0.67690 0.0 0.0 0.0
C 2.86395 2.16375 3.22918 0.0 0.0 0.0
C -2.81756 0.49399 -2.57997 0.0 0.0 -0.1
C 2.13614 -4.23745 -1.58462 0.0 0.0 0.0
C 1.20497 1.34896 -2.76582 -0.1 0.0 0.1
H -1.66831 -1.17736 -1.80137 -0.1 0.0 0.0
H 4.15547 -0.08835 -0.03075 0.0 0.0 0.0
H -2.26882 1.43773 -2.59022 0.0 0.0 -0.1
H 1.66968 -0.03542 -5.79708 0.0 0.0 0.0
H 2.10324 -5.30194 -1.78114 0.0 0.0 0.0
H -3.33475 -6.42882 1.08844 0.0 0.0 0.0
H -4.19525 1.29564 -1.15170 0.0 0.0 0.1
H 4.07957 -1.52595 -2.09486 0.0 0.0 0.0
H -2.92788 0.42100 0.62442 0.1 0.1 0.0
H -2.19933 -1.41191 -3.46047 0.0 0.0 0.0
H -3.53821 0.52561 -3.39898 0.0 0.0 0.0
H -2.74490 0.15607 3.90986 0.1 0.0 0.0
H 0.29374 -4.23015 -0.47539 0.1 0.0 0.0
H 1.62217 2.06468 -2.06725 0.0 0.0 0.0
H -4.95935 -3.98541 4.20022 0.0 0.0 0.0
H -4.14584 -0.47870 -1.18147 0.0 0.0 0.0
H -4.17839 -1.72201 4.52188 0.0 0.0 0.0
H -1.87685 -4.57702 0.38925 0.0 0.0 0.0
H 3.91605 0.58715 -1.66975 0.0 0.0 0.0
H 4.00555 -3.93038 -2.60158 0.0 0.0 0.0
H -4.88704 -6.15058 3.00797 0.0 0.0 0.0
H 2.70349 1.65285 -4.26495 0.0 0.0 0.0
H -0.45006 -1.13532 -5.10231 0.0 0.0 0.0
H 3.28742 1.44615 -0.24123 0.0 0.0 0.0

***

10
Properties=species:S:1:pos:R:3:forces:R:3 method="wB97M-V/def2-TZVPD" energy_ev=-13526.789 lumo_ev=-11.53 homo_lumo_gap_ev=2.6076 homo_ha=-0.5195 fmax_ev_per_a=4.07 total_charge=+1
In 0.18878 0.28378 0.06189 0.2 0.6 1.4
O -0.21137 -1.15421 -2.51330 1.1 -0.2 0.4
O -1.08285 -1.17305 -4.50352 1.4 0.2 0.5
O -0.65583 -2.95139 -3.46888 1.1 0.0 -0.1
N -0.54682 -1.73517 -3.55848 -3.6 0.0 -0.3
B 0.42923 1.36388 2.79710 -1.8 0.0 -3.7
H 1.31155 0.62221 2.59594 2.3 -1.3 0.3
H 0.48365 2.21775 2.03339 0.2 1.5 -1.0
H -0.58722 0.83849 2.67006 -1.8 -0.6 0.4
H 0.67089 1.68770 3.88580 0.9 -0.1 2.1